1.
{
  "formula": "C7H14NO2P",
  "method": "ωB97M-V with the def2-TZVPD basis set",
  "elements": ["C", "P", "C", "O", "O", "C", "N", "C", "C", "C", "C", "H", "H", "H", "H", "H", "H", "H", "H", "H", "H", "H", "H", "H", "H"],
  "coordinates": [[2.853, 1.180, 1.971], [1.229, 1.857, 2.680], [0.736, 0.286, 3.545], [1.209, -0.398, 4.393], [0.051, 1.648, 1.523], [0.135, 0.922, 0.414], [-0.896, 0.427, -0.044], [-1.020, -0.420, -1.250], [-1.788, -1.710, -0.865], [-1.962, 0.321, -2.230], [0.192, -0.872, -2.027], [3.378, 1.366, 2.926], [2.654, 0.216, 1.598], [2.994, 1.729, 1.117], [-0.270, -0.094, 3.202], [1.047, 0.762, -0.090], [-0.981, -2.305, -0.374], [-2.647, -1.350, -0.294], [-2.229, -2.194, -1.637], [-2.553, 1.163, -1.934], [-2.498, -0.408, -2.735], [-1.377, 0.803, -2.985], [0.692, -0.089, -2.520], [1.099, -1.234, -1.507], [-0.049, -1.604, -2.877]],
  "lowdin_charge": [-0.228, 0.965, -0.441, 0.003, -0.325, -0.320, 0.142, -0.586, -0.047, -0.037, -0.080, 0.055, 0.018, -0.005, 0.099, 0.112, 0.101, 0.092, 0.032, 0.079, 0.052, 0.066, 0.049, 0.084, 0.123],
  "fmax_ev_per_a": 4.47,
  "de_lowest_kj_mol": 229.82,
  "homo_lumo_gap_ha": 0.3448,
  "smiles": "CP(C=O)O/C=N/C(C)(C)C",
  "e_homo_ev": -8.99
}

2.
{
  "formula": "C11H19Cl3O4STc",
  "method": "ωB97M-V with the def2-TZVPD basis set",
  "elements": ["C", "C", "C", "C", "C", "C", "C", "C", "C", "C", "Tc", "Cl", "Cl", "Cl", "H", "H", "H", "H", "H", "H", "H", "H", "H", "H", "H", "H", "H", "H", "H", "O", "H", "C", "S", "O", "O", "O", "H", "H", "H"],
  "coordinates": [[-1.202, 0.704, -0.804], [-1.354, -0.573, -1.519], [-0.089, -1.126, -1.735], [-2.622, -1.090, -2.076], [0.908, -0.173, -1.308], [0.260, 0.977, -0.845], [0.910, 2.287, -0.702], [-2.196, 1.798, -0.997], [0.174, -2.449, -2.331], [2.373, -0.368, -1.388], [-1.034, -0.205, 1.221], [-2.315, -1.900, 1.049], [-3.055, 0.707, 2.077], [0.591, -1.946, 1.105], [-3.320, -0.270, -2.274], [-3.108, -1.785, -1.385], [-2.433, -1.628, -3.016], [-0.531, -3.197, -1.940], [1.193, -2.783, -2.114], [0.052, -2.411, -3.423], [2.643, -1.406, -1.166], [2.870, 0.275, -0.654], [2.749, -0.118, -2.389], [1.821, 2.184, -0.102], [0.254, 2.984, -0.172], [1.181, 2.704, -1.688], [-3.214, 1.418, -0.882], [-2.078, 2.224, -2.003], [-2.033, 2.575, -0.251], [-0.519, 2.131, 1.664], [-1.083, 2.385, 2.437], [2.244, -0.952, 3.778], [1.372, 0.486, 3.129], [-0.084, -0.045, 3.039], [1.448, 1.510, 4.138], [1.964, 0.750, 1.828], [1.977, -1.076, 4.825], [3.317, -0.761, 3.684], [1.970, -1.837, 3.191]],
  "lowdin_charge": [-0.434, -0.331, -0.315, -0.096, -0.300, -0.286, -0.087, -0.122, -0.084, -0.074, 0.938, -0.045, -0.136, 0.080, 0.063, 0.019, 0.070, 0.076, 0.057, 0.067, 0.055, 0.066, 0.071, 0.060, 0.054, 0.074, 0.046, 0.078, 0.050, -0.476, -0.067, -0.192, 0.414, -0.637, -0.350, -0.383, 0.044, 0.048, -0.016],
  "multiplicity": 4,
  "fmax_ev_per_a": 5.51,
  "de_lowest_kj_mol": 31.75,
  "s_squared": 3.782,
  "homo_lumo_gap_ha": [0.2101, 0.2247],
  "total_charge": -2,
  "e_homo_ev": [-0.46, -0.86]
}

3.
{
  "formula": "C2H3O3S",
  "method": "ωB97M-V with the def2-TZVPD basis set",
  "elements": ["C", "C", "O", "O", "O", "S", "H", "H", "H"],
  "coordinates": [[1.978, 0.490, 0.642], [0.534, -1.425, 0.483], [-0.433, -1.102, 1.145], [2.098, 2.992, 1.027], [1.562, -0.685, 0.123], [1.254, 1.926, 0.408], [-3.565, 0.330, -2.022], [0.774, -2.486, 0.077], [-4.201, -0.040, -1.883]],
  "lowdin_charge": [-0.504, -0.432, 0.009, -0.731, -0.180, 0.688, 0.004, 0.148, -0.002],
  "fmax_ev_per_a": 2.66,
  "de_lowest_kj_mol": 440.98,
  "homo_lumo_gap_ha": 0.2557,
  "total_charge": -1,
  "e_homo_ev": -3.05
}

4.
{
  "formula": "C10H36N2O8",
  "method": "ωB97M-V with the def2-TZVPD basis set",
  "elements": ["N", "C", "N", "O", "H", "H", "H", "H", "C", "C", "O", "H", "H", "H", "H", "H", "H", "C", "C", "O", "H", "H", "H", "H", "H", "H", "C", "O", "H", "H", "H", "H", "C", "O", "H", "H", "H", "H", "C", "O", "H", "H", "H", "H", "C", "O", "H", "H", "H", "H", "C", "O", "H", "H", "H", "H"],
  "coordinates": [[0.351, 0.273, 2.203], [-0.078, -0.351, 3.242], [0.449, 0.060, 4.354], [-1.124, -1.255, 3.186], [-0.115, 0.006, 1.334], [0.904, 1.122, 2.225], [0.241, -0.506, 5.209], [1.325, 0.565, 4.454], [-0.950, -1.676, -0.436], [-1.579, -0.368, -0.844], [-0.605, 0.537, -0.541], [-1.558, -2.556, -0.736], [-0.990, -1.756, 0.624], [0.103, -1.778, -0.757], [-2.519, -0.079, -0.372], [-1.748, -0.271, -1.925], [-0.778, 1.412, -0.888], [2.498, -4.485, 1.647], [1.435, -3.484, 1.883], [2.092, -2.237, 1.922], [2.165, -5.508, 1.742], [3.342, -4.334, 2.271], [2.924, -4.401, 0.623], [0.903, -3.800, 2.788], [0.701, -3.396, 1.060], [1.456, -1.537, 2.118], [-2.444, 1.717, 2.136], [-3.799, 1.824, 1.806], [-2.288, 2.155, 3.087], [-1.987, 2.281, 1.385], [-2.082, 0.728, 2.123], [-4.282, 1.445, 2.548], [-2.469, 2.646, -2.742], [-1.211, 2.536, -2.193], [-2.666, 3.606, -3.192], [-3.279, 2.477, -2.054], [-2.498, 1.790, -3.442], [-0.545, 3.063, -2.667], [2.403, -2.571, -2.120], [3.803, -2.600, -1.731], [1.800, -3.341, -1.719], [2.359, -2.586, -3.238], [1.930, -1.615, -1.807], [3.871, -2.412, -0.793], [0.654, 0.292, -3.824], [1.250, 0.819, -2.648], [-0.077, 0.893, -4.263], [0.296, -0.701, -3.655], [1.473, 0.296, -4.552], [0.729, 0.743, -1.828], [-0.312, 4.506, -0.118], [0.851, 4.068, -0.840], [-0.127, 5.245, 0.663], [-0.723, 3.574, 0.300], [-1.011, 4.966, -0.805], [1.556, 3.939, -0.190]],
  "lowdin_charge": [0.167, -0.675, 0.164, -0.110, 0.083, 0.143, 0.148, 0.121, -0.059, -0.312, -0.135, 0.100, 0.037, 0.067, 0.122, 0.113, 0.045, -0.094, -0.336, -0.080, 0.075, 0.066, 0.077, 0.117, 0.102, 0.027, -0.164, -0.099, 0.083, 0.040, 0.038, 0.082, -0.142, -0.154, 0.085, 0.083, 0.089, 0.113, -0.142, -0.123, 0.049, 0.094, 0.058, 0.057, -0.149, -0.134, 0.042, 0.067, 0.090, 0.036, -0.139, -0.127, 0.081, 0.055, 0.076, 0.082],
  "fmax_ev_per_a": 7.88,
  "de_lowest_kj_mol": 162.58,
  "homo_lumo_gap_ha": 0.3630,
  "smiles": "NC(N)=O.CCO.CCO.CO.CO.CO.CO.CO",
  "e_homo_ev": -9.67
}

5.
{
  "formula": "C4H10NO2",
  "method": "ωB97M-V with the def2-TZVPD basis set",
  "elements": ["O", "C", "O", "C", "C", "C", "N", "H", "H", "H", "H", "H", "H", "H", "H", "H", "H"],
  "coordinates": [[-2.619, -0.819, 0.402], [-1.453, -1.069, 0.292], [-0.984, -2.197, -0.285], [-0.331, -0.111, 0.598], [-0.201, 0.785, -0.646], [0.917, 1.824, -0.620], [0.958, -0.840, 0.894], [-1.731, -2.732, -0.599], [-0.539, 0.538, 1.441], [-1.149, 1.299, -0.780], [-0.084, 0.170, -1.538], [1.905, 1.398, -0.551], [0.696, 2.604, 0.123], [0.838, 2.432, -1.530], [0.858, -1.443, 1.785], [1.829, -0.257, 0.822], [1.090, -1.582, 0.193]],
  "lowdin_charge": [0.124, -0.558, 0.055, -0.277, -0.223, -0.123, 0.098, 0.137, 0.143, 0.122, 0.115, 0.037, 0.082, 0.077, 0.055, 0.063, 0.073],
  "multiplicity": 2,
  "fmax_ev_per_a": 1.61,
  "de_lowest_kj_mol": 127.42,
  "s_squared": 0.751,
  "homo_lumo_gap_ha": [0.1633, 0.4266],
  "e_homo_ev": [-3.75, -11.18]
}

6.
{
  "formula": "C3H9NO",
  "method": "ωB97M-V with the def2-TZVPD basis set",
  "elements": ["N", "C", "C", "C", "O", "H", "H", "H", "H", "H", "H", "H", "H", "H"],
  "coordinates": [[-1.007, 1.186, 1.202], [-0.756, -0.286, 1.059], [-0.345, -0.702, -0.329], [0.828, 0.039, -0.895], [1.489, -0.583, -2.003], [-1.387, 1.517, 0.304], [-0.175, 1.735, 1.415], [-0.064, -0.553, 1.951], [-1.717, -0.730, 1.330], [-1.246, -0.697, -0.976], [-0.125, -1.763, -0.121], [1.497, 0.244, -0.012], [0.595, 1.064, -1.171], [2.412, -0.469, -1.754]],
  "lowdin_charge": [-0.032, -0.301, -0.223, -0.293, -0.061, 0.065, 0.054, 0.138, 0.095, 0.125, 0.119, 0.129, 0.106, 0.079],
  "fmax_ev_per_a": 2.97,
  "de_lowest_kj_mol": 137.48,
  "homo_lumo_gap_ha": 0.3691,
  "smiles": "NCCCO",
  "e_homo_ev": -9.22
}